*1*
The following is a quantum chemistry calculation of the molecule H3N3O2S, from OMol25.

HOMO-LUMO gap (spin up / spin down)	7.54 / 7.55	eV
HOMO energy (spin up / spin down)	-8.0 / -8.0	eV
lowest unoccupied orbital energy (spin up / spin down)	-0.45 / -0.44	eV

Geometry as XYZ:
```
9
Properties=species:S:1:pos:R:3:mulliken_charge:R:1
H -0.4064 -1.5752 -0.5215 0.236
O -1.0295 1.2953 0.1763 -0.770
N 0.9094 0.1095 0.1546 0.097
H -1.8663 -1.0947 -1.0141 0.320
N -1.1041 -0.8831 -0.2332 -0.605
O 1.3984 1.2244 0.7651 -0.409
N -0.4637 0.2496 0.0302 1.063
S 1.7247 -1.3197 0.1977 -0.317
H 0.8376 1.9940 0.4450 0.384
```

=====

*2*
The following is a quantum chemistry calculation of the molecule H3N3O2S, from OMol25.

HOMO-LUMO gap (spin up / spin down)	9.41 / 9.41	eV
HOMO energy (spin up / spin down)	-9.6 / -9.6	eV
lowest unoccupied orbital energy (spin up / spin down)	-0.18 / -0.18	eV

Geometry as XYZ:
```
9
Properties=species:S:1:pos:R:3:mulliken_charge:R:1
H 0.2030 2.8099 -0.7635 0.215
O 0.4184 -2.3619 1.4472 -0.507
N 0.5886 1.9862 -0.4832 -0.231
H -0.9845 -2.2326 -0.8031 0.349
H 1.4129 1.6580 -0.8283 0.251
S -0.5092 -1.2340 1.1306 0.561
O -1.5045 -1.7265 -0.1167 -0.471
N -0.0982 1.1906 0.2651 0.104
N 0.4736 -0.0896 0.1519 -0.271
```

=====

Most stable to least stable, the ends of the list are *2* and *1*.

=====

*1*
The following is a quantum chemistry calculation of a 3-piece molecular cluster, CH6OS overall, from OMol25.

HOMO-LUMO gap	8.28	eV
HOMO energy	-9.5	eV
lowest unoccupied orbital energy	-1.20	eV

Geometry as XYZ:
```
9
Properties=species:S:1:pos:R:3:mulliken_charge:R:1
H 2.9924 -0.7943 -1.1069 0.302
S -0.1839 0.3663 -0.7171 -0.242
H -2.1011 -0.8214 0.1511 0.268
H -1.5414 0.4658 1.2398 0.260
C -1.6927 0.1783 0.1928 -0.695
H -2.4617 0.8757 -0.1805 0.270
H 0.6604 0.6440 1.0218 0.150
O 2.6072 -0.6339 -0.2349 -0.595
H 1.7208 -0.2803 -0.3661 0.282
```

=====

*2*
The following is a quantum chemistry calculation of a 2-piece molecular cluster, CH6OS overall, from OMol25.

HOMO-LUMO gap	9.33	eV
HOMO energy	-9.2	eV
lowest unoccupied orbital energy	0.13	eV

Geometry as XYZ:
```
9
Properties=species:S:1:pos:R:3:mulliken_charge:R:1
H 1.4356 0.1682 1.2328 0.279
H -1.1578 -1.9237 0.1647 0.144
H -2.2978 1.5079 -0.6709 0.298
C 1.3378 -0.1416 0.1954 -0.639
S 0.1384 -1.5638 0.1486 -0.337
H 2.2718 -0.5540 -0.1773 0.260
O -1.4218 1.3831 -0.3006 -0.567
H 1.0008 0.6964 -0.4110 0.326
H -1.3070 0.4275 -0.1818 0.236
```

=====

*3*
The following is a quantum chemistry calculation of a 2-piece molecular cluster, CH6OS overall, from OMol25.

HOMO-LUMO gap	9.87	eV
HOMO energy	-9.0	eV
lowest unoccupied orbital energy	0.87	eV

Geometry as XYZ:
```
9
Properties=species:S:1:pos:R:3:mulliken_charge:R:1
H 0.8357 4.9149 -0.8294 0.313
C 0.0000 0.0000 0.0000 -0.713
H -0.6150 1.6534 -1.4667 0.132
H 0.7048 -0.4093 0.7432 0.273
S 0.5945 1.3545 -0.9468 -0.200
O 0.0846 4.9575 -0.1951 -0.640
H -0.1924 -0.7714 -0.7646 0.258
H -0.9499 0.2359 0.5086 0.255
H 0.4066 4.4802 0.6029 0.322
```

=====

Most stable to least stable, the ends of the list are *3* and *1*.